C5H3NO | ωB97M-V with the def2-TZVPD basis set

Output
Kohn-Sham gap (eV): 10.16
LUMO level (eV): -0.31
ΔE to the lowest compared entry with this formula, charge and spin (kJ/mol): 185.11
Largest force on an atom (eV/Å): 5.34
Structure (SMILES): N#C[C@H]1C=CC1=O
E (eV): -8768.088

```
10
Properties=species:S:1:pos:R:3:forces:R:3
N -0.41323 2.65573 2.14465 -0.04 0.22 -0.29
C -0.05064 2.17791 1.16326 0.65 0.12 0.23
C 0.38264 1.28895 0.11189 -1.19 -2.53 1.61
C -0.18199 -0.24902 0.49754 0.54 3.87 -3.64
C -0.78850 -0.30261 -0.71538 -1.36 -2.68 0.67
C -0.47836 1.06450 -1.10136 -0.39 -0.25 0.16
O -0.79565 1.77921 -1.98222 -0.36 0.93 -1.20
H 1.39175 1.10634 -0.15708 1.26 0.94 0.27
H 0.18629 -0.64060 1.38059 -0.12 -1.57 1.44
H -1.43240 -1.07899 -1.23341 1.02 0.96 0.75
```
Positions in Å, forces in eV/Å.

C4H13NO3 | ωB97M-V with the def2-TZVPD basis set

Output
Kohn-Sham gap (eV): 9.94
LUMO level (eV): 0.63
ΔE to the lowest compared entry with this formula, charge and spin (kJ/mol): 287.06
Largest force on an atom (eV/Å): 5.47
Structure (SMILES): C[C@@H](O)[C@@H](N)CO.O
E (eV): -11989.496

```
21
Properties=species:S:1:pos:R:3:forces:R:3
C -0.68563 1.62058 -1.08672 -1.25 1.33 5.16
C -0.23711 0.19045 -1.15366 2.92 2.34 1.19
O 1.01532 0.35179 -1.83220 0.45 0.24 0.09
C 0.13630 -0.56452 0.09787 0.15 -1.91 0.75
N 0.35142 -2.00868 -0.26500 1.05 -1.54 -0.01
C 1.39247 -0.08853 0.83711 -0.42 1.53 0.84
O 1.74024 -0.96301 1.86365 -1.11 0.65 1.97
H -1.17236 1.94686 -1.92455 -1.34 0.36 -2.44
H -1.50602 1.76924 -0.20373 1.96 -0.21 -2.02
H 0.11569 2.40931 -0.95210 -0.53 -1.39 0.30
H -0.88104 -0.36555 -1.72581 -1.74 -1.51 -1.29
H 0.97179 -0.19311 -2.58111 0.34 -1.07 -1.74
H -0.68254 -0.63012 0.84624 0.24 0.33 -0.45
H 0.81767 -2.52917 0.53050 -1.11 0.97 -1.24
H 0.90167 -2.31649 -1.12347 -0.89 1.46 1.40
H 1.18731 0.80107 1.50521 0.18 -0.10 -1.66
H 2.23916 0.00277 0.15213 -0.29 0.55 -0.01
H 2.22984 -1.67445 1.55777 1.50 -1.98 -0.98
O -3.33175 1.29376 1.35341 -2.92 0.30 0.51
H -2.68971 1.94015 1.52711 1.65 0.75 0.16
H -3.01799 0.49210 1.00037 1.15 -1.08 -0.53
```
Positions in Å, forces in eV/Å.

CH2FP | ωB97M-V with the def2-TZVPD basis set

Output
Kohn-Sham gap (eV): 10.22
LUMO level (eV): 0.20
ΔE to the lowest compared entry with this formula, charge and spin (kJ/mol): 0.00
Largest force on an atom (eV/Å): 1.79
Structure (SMILES): C=PF
E (eV): -13074.889

```
5
Properties=species:S:1:pos:R:3:forces:R:3
C 0.03294 0.62953 -0.14299 0.12 -0.77 1.28
P -0.67327 -0.81344 0.35002 -0.40 0.59 0.02
F 0.04332 -2.25336 -0.01582 0.22 1.76 -0.24
H 1.01100 0.88516 -0.50829 0.29 -0.36 -0.59
H -0.41399 1.55211 0.31708 -0.23 -1.22 -0.47
```
Positions in Å, forces in eV/Å.

C36H63Cl2F3NO28P5 | ωB97M-V with the def2-TZVPD basis set

Output
Kohn-Sham gap (eV): 8.28
LUMO level (eV): -1.37
Largest force on an atom (eV/Å): 7.53
Structure (SMILES): CC(=O)OCc1cc(CC(=O)O)c([C@H](Cl)[C@H](C)Cl)c2c1C(=O)C(CCC(F)(F)F)=C(ON=O)C2=O.COP(=O)(OC)OC.COP(=O)(OC)OC.COP(=O)(OC)OC.COP(=O)(OC)OC.COP(=O)(OC)OC
E (eV): -176811.835

```
138
Properties=species:S:1:pos:R:3:forces:R:3
C -3.81485 2.00720 -1.60178 0.54 0.52 0.32
C -3.40169 2.16714 -3.04928 -1.16 0.40 -0.36
O -4.24775 2.42729 -3.85926 0.16 -0.09 -0.25
O -2.09402 2.05843 -3.44651 0.19 -0.33 0.51
C -1.81073 0.74269 -3.98978 -0.27 0.18 0.53
C -0.54755 0.25337 -3.32652 0.12 -0.15 -0.30
C 0.53972 1.11184 -3.30791 0.02 0.08 -0.02
C 1.75095 0.78373 -2.72302 -0.13 0.37 -0.08
C 2.86378 1.81337 -2.83855 -0.45 -0.76 0.38
C 3.20716 2.60769 -1.59409 0.85 0.75 -0.25
O 4.26114 3.18537 -1.53107 0.07 -0.22 0.16
O 2.30880 2.69688 -0.58993 -0.13 -0.98 -0.27
C 1.90884 -0.46303 -2.09433 0.03 -0.37 -0.25
C 3.25491 -0.78541 -1.46680 -0.40 0.07 0.17
Cl 4.20394 -1.95324 -2.43908 -0.03 0.19 -0.08
C 3.21174 -1.16509 0.01935 0.49 0.43 0.25
C 2.20887 -0.34425 0.83353 0.39 -0.24 0.37
Cl 4.87159 -0.79196 0.65444 -0.01 -0.13 -0.05
C 0.81811 -1.34412 -2.10452 0.04 0.03 -0.04
C -0.38954 -0.99399 -2.73110 -0.25 -0.01 0.03
C -1.51470 -1.98399 -2.75461 0.36 -0.57 0.16
O -2.30908 -2.06199 -3.66345 -0.16 0.29 -0.16
C -1.61969 -2.93844 -1.60020 -0.18 0.45 0.04
C -3.00009 -3.40396 -1.22341 0.14 -0.31 -0.65
C -3.11558 -4.90419 -0.88775 -0.39 -0.07 0.14
C -3.82707 -5.16533 0.42610 -0.03 0.46 -0.55
F -3.53520 -6.37090 0.92869 -0.11 -0.03 0.09
F -3.56948 -4.24495 1.36991 0.19 -0.16 0.17
F -5.17141 -5.11158 0.22933 0.23 -0.05 0.07
C -0.47071 -3.25337 -1.01586 0.48 0.14 0.57
O -0.41936 -4.09419 0.07509 -0.58 -0.27 -0.49
N 0.06619 -3.31641 1.22663 -0.11 0.56 0.38
O -0.63743 -3.46048 2.12436 0.38 -0.32 -0.09
C 0.85735 -2.71077 -1.48430 -0.37 -0.04 -0.24
O 1.83716 -3.39648 -1.36494 0.17 0.10 0.23
H -4.67749 2.65306 -1.45379 -0.05 -0.05 -0.10
H -4.14501 0.99492 -1.36573 0.25 -0.12 -0.19
H -3.05242 2.33591 -0.89514 0.16 -0.23 -0.09
H -2.66496 0.11036 -3.76955 0.12 -0.20 -0.16
H -1.71038 0.80576 -5.07343 0.06 0.06 0.01
H 0.44167 2.07895 -3.78681 -0.05 0.02 0.07
H 3.77677 1.29135 -3.12440 0.16 0.30 -0.05
H 2.65083 2.53328 -3.62763 -0.10 -0.02 -0.01
H 2.84413 2.78708 0.21294 -0.14 0.55 0.04
H 3.84018 0.12657 -1.51569 0.08 -0.07 0.13
H 3.07533 -2.22478 0.19479 0.02 -0.04 -0.20
H 1.29108 -0.90727 1.00299 -0.15 0.18 -0.27
H 2.65432 -0.17520 1.81366 -0.13 -0.07 0.06
H 2.01951 0.63622 0.40696 -0.23 -0.10 -0.18
H -3.62421 -3.22640 -2.09957 0.00 0.15 0.05
H -3.39200 -2.74571 -0.44622 0.07 -0.17 0.18
H -3.74678 -5.37978 -1.63973 0.13 -0.12 -0.02
H -2.17317 -5.44288 -0.89249 0.10 0.18 0.12
C -3.98634 -4.95246 -5.08512 0.29 0.33 -0.02
O -5.03583 -5.85408 -4.70963 -2.47 -1.33 0.81
P -4.66911 -7.44046 -4.77986 5.25 -0.55 -2.37
O -3.41272 -7.56184 -4.00515 -0.66 0.13 0.33
O -4.45331 -7.48915 -6.38748 -0.21 0.10 0.31
C -5.45801 -6.96248 -7.25870 0.07 -0.12 -0.11
O -5.26987 -8.96652 -4.77413 -2.38 1.97 0.95
C -5.91515 -9.42308 -3.56740 0.15 -0.19 0.20
H -3.56172 -4.51239 -4.18545 0.03 -0.05 -0.01
H -3.20126 -5.43910 -5.65826 -0.04 -0.14 0.06
H -4.43235 -4.16549 -5.69217 -0.12 -0.05 0.07
H -4.99909 -6.21733 -7.90777 0.01 0.00 0.00
H -6.27486 -6.49052 -6.71300 0.01 0.02 -0.01
H -5.85624 -7.77181 -7.86960 0.02 -0.02 0.02
H -6.76735 -8.79184 -3.31726 -0.03 -0.04 0.00
H -5.20434 -9.43321 -2.74022 0.03 0.04 -0.04
H -6.26919 -10.43409 -3.74816 0.05 0.02 -0.11
C -1.71154 6.36145 -2.35106 0.25 -0.19 -0.38
O -1.33453 7.19996 -1.23521 0.83 2.12 1.64
P -2.22826 6.82021 0.09788 -3.96 -4.23 -2.69
O -2.01122 5.35463 0.10326 0.26 0.12 1.02
O -3.63376 7.28905 -0.57576 0.19 0.22 0.26
C -3.76820 8.61833 -1.08516 -0.15 -0.05 0.03
O -2.85070 7.12697 1.58862 2.59 2.05 -0.30
C -1.93466 7.15301 2.70282 0.01 -0.28 0.22
H -0.95816 5.58459 -2.46296 -0.04 -0.03 0.09
H -2.68577 5.90583 -2.21297 0.02 0.01 0.03
H -1.73085 6.97796 -3.24985 0.09 0.19 0.16
H -4.07644 8.56111 -2.12858 0.00 0.00 -0.01
H -2.83543 9.18012 -1.03037 0.00 -0.01 -0.04
H -4.53488 9.14086 -0.51403 0.00 -0.03 0.02
H -1.17158 7.91785 2.56313 -0.02 0.02 0.06
H -1.46404 6.17719 2.82775 -0.01 0.00 -0.06
H -2.50960 7.39055 3.59353 -0.09 0.00 -0.08
C 8.04335 3.31684 0.57380 -0.39 0.16 -0.05
O 9.23915 2.56047 0.34737 2.57 -1.26 -1.06
P 9.47723 1.28118 1.33915 -4.28 0.73 4.38
O 8.20384 0.53076 1.28001 0.50 -0.14 -0.60
O 9.62836 2.20396 2.67325 0.11 -0.09 -0.19
C 10.55321 3.29487 2.68559 -0.06 -0.03 0.18
O 10.52934 0.19080 1.98134 1.44 1.10 -2.79
C 11.03817 -0.83671 1.10616 -0.14 -0.30 0.03
H 7.31631 3.06630 -0.19649 0.01 -0.08 0.04
H 7.61724 3.12884 1.55603 0.06 -0.10 0.00
H 8.30791 4.37137 0.49601 0.11 -0.06 -0.04
H 10.01172 4.20373 2.94826 0.02 0.02 0.00
H 11.03230 3.44284 1.71803 -0.01 0.03 0.00
H 11.31898 3.10487 3.43723 -0.02 -0.04 0.01
H 11.57411 -0.40177 0.26312 0.05 -0.04 0.01
H 10.22181 -1.46268 0.74396 -0.03 0.05 0.00
H 11.72842 -1.44597 1.68324 -0.03 0.07 0.09
C -9.22084 -5.69808 5.68717 -0.23 0.22 0.23
O -8.17996 -6.26340 4.88404 2.42 -1.14 -1.16
P -8.58133 -6.61090 3.34040 -5.64 0.83 -0.64
O -9.19484 -5.36784 2.82468 0.67 -0.09 0.12
O -9.66653 -7.76336 3.71401 0.33 0.14 0.06
C -9.30421 -8.82023 4.60472 -0.12 -0.07 -0.11
O -8.13548 -7.41413 1.98464 2.56 -0.02 1.93
C -6.93586 -6.96483 1.31176 -0.19 0.06 -0.11
H -9.04019 -4.63087 5.79647 -0.01 0.00 -0.09
H -10.20666 -5.86023 5.25882 0.04 0.00 -0.11
H -9.17335 -6.17712 6.66507 0.11 -0.03 -0.05
H -10.01917 -8.84297 5.42699 -0.01 0.00 0.00
H -8.30451 -8.68999 5.01899 -0.01 0.00 0.02
H -9.34790 -9.76731 4.06752 0.00 0.02 -0.02
H -6.07536 -7.03499 1.97538 0.05 0.00 -0.07
H -7.05917 -5.94343 0.96930 -0.14 0.02 0.08
H -6.77345 -7.61499 0.45598 -0.10 -0.06 0.05
C 7.11539 10.32776 4.99223 0.18 0.34 -0.08
O 6.45216 9.09070 5.26763 -2.19 -2.51 0.23
P 7.30673 7.71547 4.92399 7.04 2.42 -1.12
O 8.58785 8.03172 5.63989 -1.06 0.05 0.12
O 7.39285 7.94268 3.32431 -0.75 -0.29 0.25
C 6.18871 8.12611 2.56736 0.08 -0.03 -0.13
O 7.61762 6.07364 4.77650 -3.56 0.27 0.53
C 7.38739 5.26386 5.94432 0.20 0.00 0.21
H 7.45924 10.75478 5.93171 0.06 -0.10 0.01
H 7.95755 10.20493 4.31702 0.04 -0.10 0.04
H 6.38438 10.99507 4.53367 -0.08 -0.10 0.05
H 6.26597 9.06163 2.01543 0.02 0.01 0.01
H 5.30284 8.17055 3.20180 0.02 0.04 0.00
H 6.08334 7.30232 1.86249 0.03 -0.02 0.02
H 6.33897 5.31771 6.23518 0.01 -0.17 0.06
H 8.02005 5.59977 6.76676 -0.01 0.09 -0.03
H 7.64092 4.23412 5.70550 -0.01 0.06 -0.20
```
Positions in Å, forces in eV/Å.

C2H8O2 | ωB97M-V with the def2-TZVPD basis set

Output
Kohn-Sham gap (eV): 10.21
LUMO level (eV): 0.60
ΔE to the lowest compared entry with this formula, charge and spin (kJ/mol): 102.05
Largest force on an atom (eV/Å): 2.74
Structure (SMILES): CCO.O
E (eV): -6297.353

```
12
Properties=species:S:1:pos:R:3:forces:R:3
C -21.02205 1.27671 -47.30495 -1.11 -2.06 0.66
C -20.96778 2.75228 -47.14281 0.97 -0.34 0.28
O -19.60578 2.96522 -47.30106 2.40 1.24 -0.48
H -21.13004 0.92132 -48.32971 -0.21 0.12 0.03
H -21.78374 0.85141 -46.65146 -0.72 -0.06 -0.54
H -20.17094 0.73831 -46.88803 0.57 0.62 -0.16
H -21.30255 3.03023 -46.14342 0.81 0.11 -0.80
H -21.54245 3.24505 -47.92705 -0.22 0.27 0.18
H -19.27702 3.73389 -46.82918 -0.27 0.15 -0.10
O -23.02814 2.82673 -45.84588 -1.75 -0.09 0.57
H -23.52419 2.07653 -45.51819 -0.32 -0.22 0.09
H -22.95875 3.41536 -45.09427 -0.13 0.26 0.25
```
Positions in Å, forces in eV/Å.

Q: Kohn-Sham gap of number 3 (CH2FP)?
A: 10.22 eV

Q: Number 4 is which compound?
A: C36H63Cl2F3NO28P5